--- i ---
Density functional theory data (ωB97M-V/def2-TZVPD) for a cluster of 12 separate species, H24O12 in total.

For the LUMO energy, the calculation gives -1.18 eV. The orbital gap is 9.09 eV. As for the SMILES: O.O.O.O.O.O.O.O.O.O.O.O. For the HOMO energy, the calculation gives -10.2708 eV.

XYZ file:
```
36
H24O12 (ωB97M-V/def2-TZVPD)
H -0.08 0.19 -0.99
H 0.18 -0.22 0.45
H 4.66 0.86 -2.08
H 3.22 0.56 -1.69
H -2.65 0.12 -1.80
H -3.37 1.33 -2.37
H 0.11 3.21 0.76
H -0.30 4.51 1.42
H -1.53 0.91 0.07
H -2.46 2.10 -0.11
H -4.78 -0.46 -2.59
H -3.74 -1.33 -1.90
H -0.41 -2.71 -2.13
H 0.40 -1.43 -2.27
H 0.58 -1.44 1.68
H 1.76 -2.37 1.43
H 2.83 -2.98 -2.03
H 1.98 -3.03 -0.77
H 1.09 3.14 -1.57
H 1.07 1.97 -0.60
H -2.33 -2.69 4.31
H -1.93 -2.90 2.86
H 1.64 1.76 1.78
H 1.27 1.84 3.25
O 0.47 0.41 -0.22
O 4.05 0.91 -1.34
O -2.83 1.05 -1.62
O -0.29 3.56 1.56
O -2.01 1.58 0.57
O -4.69 -1.19 -1.97
O 0.49 -2.39 -2.26
O 1.23 -1.99 2.14
O 2.90 -2.98 -1.07
O 1.56 2.33 -1.34
O -1.56 -2.80 3.74
O 1.03 1.40 2.43
```

***

--- ii ---
Density functional theory data (ωB97M-V/def2-TZVPD) for a cluster of 12 separate species, H24O12 in total.

For the LUMO energy, the calculation gives -0.53 eV. The orbital gap is 10.59 eV. As for the SMILES: O.O.O.O.O.O.O.O.O.O.O.O. For the HOMO energy, the calculation gives -11.1155 eV.

XYZ file:
```
36
H24O12 (ωB97M-V/def2-TZVPD)
H -0.03 -0.09 1.03
H 0.35 0.31 -0.39
H 0.70 2.82 2.65
H 0.62 3.36 1.23
H 3.70 -3.18 0.24
H 2.39 -3.79 0.73
H -1.96 -1.82 0.43
H -0.86 -0.98 -0.19
H -4.62 3.67 -1.50
H -3.56 2.61 -1.25
H -2.04 -3.00 -1.65
H -3.25 -2.09 -1.73
H -1.27 -2.42 3.90
H -1.95 -1.10 4.22
H -3.99 1.09 1.13
H -4.52 -0.22 1.69
H 2.18 -0.73 -2.51
H 3.66 -0.43 -2.43
H -2.99 -0.19 -2.52
H -1.52 -0.40 -2.24
H 5.22 0.59 0.54
H 3.94 0.17 -0.16
H 3.44 3.13 -0.33
H 4.87 2.71 -0.03
O 0.00 0.67 0.43
O 1.25 3.14 1.92
O 2.98 -3.04 0.87
O -1.04 -1.58 0.54
O -3.66 3.53 -1.49
O -2.87 -2.87 -2.13
O -1.31 -1.49 3.62
O -3.75 0.35 1.70
O 3.04 -1.08 -2.78
O -2.13 -0.14 -2.94
O 4.80 -0.17 0.12
O 4.18 2.65 -0.71
```

***

--- iii ---
Density functional theory data (ωB97M-V/def2-TZVPD) for a cluster of 12 separate species, H24O12 in total.

For the LUMO energy, the calculation gives 0.00 eV. The orbital gap is 11.00 eV. As for the SMILES: O.O.O.O.O.O.O.O.O.O.O.O. For the HOMO energy, the calculation gives -11.0091 eV.

XYZ file:
```
36
H24O12 (ωB97M-V/def2-TZVPD)
O 3.11 -2.47 0.66
H 2.73 -1.89 0.14
H 3.90 -2.45 0.75
O 3.71 3.61 -0.20
H 2.80 3.82 -0.06
H 3.84 3.33 -1.17
O -2.91 0.72 2.36
H -3.69 0.40 2.12
H -2.98 1.01 3.23
O -3.10 -1.88 2.08
H -2.71 -1.18 2.20
H -3.30 -2.21 1.17
O -2.09 2.51 -1.08
H -2.27 1.73 -1.47
H -2.44 2.69 -0.20
O 0.11 -1.36 -3.13
H 0.18 -0.65 -2.42
H 0.09 -0.82 -3.90
O 0.09 0.83 -0.85
H -0.79 1.10 -1.06
H 0.23 0.31 -0.16
O 0.33 -2.06 3.95
H 0.67 -1.99 3.02
H 0.04 -2.98 3.90
O -0.33 2.52 -3.35
H 0.04 3.27 -3.68
H 0.50 2.30 -2.88
O -2.39 0.28 -2.65
H -2.12 0.74 -3.44
H -2.00 -0.57 -2.83
O 3.12 0.39 4.05
H 2.89 0.44 3.08
H 2.74 -0.68 4.14
O 0.60 -2.53 -0.59
H 1.25 -3.25 -0.25
H 0.16 -3.04 -1.48
```

***

--- iv ---
Density functional theory data (ωB97M-V/def2-TZVPD) for a cluster of 12 separate species, H24O12 in total.

For the LUMO energy, the calculation gives -0.37 eV. The orbital gap is 9.34 eV. As for the SMILES: O.O.O.O.O.O.O.O.O.O.O.O. For the HOMO energy, the calculation gives -9.7169 eV.

XYZ file:
```
36
H24O12 (ωB97M-V/def2-TZVPD)
H 0.34 -1.00 0.51
H -0.88 -0.08 0.46
H -0.89 -1.70 4.01
H -1.46 -1.58 2.60
H 4.17 -0.10 1.45
H 4.78 -0.59 2.75
H -1.90 -2.53 -1.90
H -1.13 -2.87 -3.16
H 0.04 1.38 -0.55
H -0.67 2.28 -1.55
H -2.18 -3.66 2.31
H -2.37 -2.42 1.46
H -1.73 0.37 -2.14
H -0.58 0.69 -3.08
H -2.12 5.07 1.43
H -2.00 3.64 1.92
H 2.05 -3.13 -0.88
H 1.03 -2.00 -0.93
H -4.70 2.08 -0.38
H -5.03 0.91 0.54
H 4.45 0.21 -0.65
H 5.09 0.70 -1.93
H 2.22 2.25 -0.05
H 3.38 2.88 -0.80
O -0.23 -0.45 1.07
O -1.34 -1.08 3.42
O 4.94 -0.56 1.80
O -1.89 -2.38 -2.85
O -0.63 1.36 -1.24
O -2.16 -3.35 1.40
O -1.54 0.72 -3.02
O -1.48 4.35 1.54
O 1.15 -2.93 -1.17
O -4.65 1.12 -0.32
O 5.25 0.13 -1.17
O 2.64 2.28 -0.92
```

***

Bottom line: ii, by a margin of 58.5 kJ/mol.

***

--- i ---
Density functional theory data (ωB97M-V/def2-TZVPD) for the ion H3O2SSi with charge -1.

For the LUMO energy, the calculation gives 3.78 eV. The orbital gap is 7.20 eV. Its total charge is -1. For the HOMO energy, the calculation gives -3.4170 eV.

XYZ file:
```
7
H3O2SSi (ωB97M-V/def2-TZVPD)
O 1.03 1.28 -0.91
O -1.88 -1.06 -0.07
Si 0.99 0.05 -0.01
S -1.30 0.12 0.67
H -1.55 1.16 -0.02
H 0.94 -1.20 -0.82
H 1.77 -0.34 1.17
```

***

--- ii ---
Density functional theory data (ωB97M-V/def2-TZVPD) for the ion H3O2SSi with charge -1.

For the LUMO energy (spin up / spin down), the calculation gives 4.12 / 4.12 eV. The orbital gap (spin up / spin down) is 7.04 / 7.04 eV. Its total charge is -1. For the HOMO energy (spin up / spin down), the calculation gives -2.9282 / -2.9287 eV.

XYZ file:
```
7
H3O2SSi (ωB97M-V/def2-TZVPD)
O -2.02 0.94 -1.00
O -1.82 -0.32 1.18
Si 0.84 0.07 -0.07
S -1.49 -0.22 -0.24
H 2.11 1.08 -0.05
H 1.14 -0.65 1.31
H 1.23 -0.91 -1.13
```

***

Bottom line: i, by a margin of 81.7 kJ/mol.

***

--- i ---
Density functional theory data (ωB97M-V/def2-TZVPD) for a cluster of 2 separate species, C3H10N4 in total.

For the LUMO energy, the calculation gives 0.70 eV. The orbital gap is 8.65 eV. As for the SMILES: N=C(N)N.C=CN. For the HOMO energy, the calculation gives -7.9501 eV.

XYZ file:
```
17
C3H10N4 (ωB97M-V/def2-TZVPD)
N -1.10 -3.08 0.06
C -0.60 -1.79 0.15
N -0.60 -1.09 -1.03
N -0.15 -1.25 1.23
H -1.41 -3.49 0.93
H -1.70 -3.29 -0.72
H -1.41 -1.20 -1.63
H -0.32 -0.13 -0.91
H -0.01 -1.96 1.93
C 0.39 3.11 -0.52
C 1.30 2.18 -0.22
N 1.28 1.34 0.88
H -0.48 3.27 0.11
H 0.54 3.75 -1.37
H 2.14 2.04 -0.89
H 0.36 1.14 1.23
H 1.76 0.46 0.76
```

***

--- ii ---
Density functional theory data (ωB97M-V/def2-TZVPD) for a cluster of 2 separate species, C3H10N4 in total.

For the LUMO energy, the calculation gives 1.00 eV. The orbital gap is 10.03 eV. As for the SMILES: [H]/N=C/N.C/N=C\N. For the HOMO energy, the calculation gives -9.0312 eV.

XYZ file:
```
17
C3H10N4 (ωB97M-V/def2-TZVPD)
N -0.28 0.22 2.01
C -1.40 0.97 2.00
N -1.77 1.75 1.02
H 0.19 0.04 2.90
H 0.34 0.38 1.24
H -2.02 0.83 2.90
H -2.63 2.20 1.37
C 0.68 0.73 -1.30
N 0.53 -2.00 -1.83
C 1.34 -1.44 -0.89
N 1.47 -0.23 -0.58
H 0.92 0.78 -2.38
H 0.82 1.75 -0.90
H -0.44 0.52 -1.19
H 0.36 -2.99 -1.84
H -0.12 -1.35 -2.24
H 1.99 -2.15 -0.29
```

***

Bottom line: i, by a margin of 42.2 kJ/mol.

***

--- i ---
Density functional theory data (ωB97M-V/def2-TZVPD) for an isolated molecule of C3H10N4.

For the LUMO energy, the calculation gives 0.46 eV. The orbital gap is 7.94 eV. For the HOMO energy, the calculation gives -7.4885 eV.

XYZ file:
```
17
C3H10N4 (ωB97M-V/def2-TZVPD)
C 2.20 -0.52 0.97
N 1.04 0.26 0.59
N 1.21 0.93 -0.60
H 0.90 1.90 -0.44
H 3.03 0.17 1.11
H 2.03 -1.05 1.91
H 2.46 -1.23 0.17
C -1.80 1.13 -0.52
C -1.13 -0.19 -0.75
N -0.34 -0.69 0.41
N -1.66 -1.01 -1.56
H -0.04 -1.66 0.24
H -0.67 -0.54 1.37
H -1.33 -1.97 -1.48
H -2.22 1.50 -1.45
H -2.58 1.07 0.25
H -1.09 1.90 -0.22
```

***

--- ii ---
Density functional theory data (ωB97M-V/def2-TZVPD) for an isolated molecule of C3H10N4.

For the LUMO energy, the calculation gives 0.94 eV. The orbital gap is 8.56 eV. As for the SMILES: CN(C)/N=C\NN. For the HOMO energy, the calculation gives -7.6224 eV.

XYZ file:
```
17
C3H10N4 (ωB97M-V/def2-TZVPD)
C -2.10 -0.33 -0.57
C -0.52 0.84 0.85
C 1.10 -1.32 0.30
H -2.32 -1.02 -1.41
H -2.43 0.70 -1.08
H -2.82 -0.42 0.31
H 0.38 1.48 1.27
H -1.14 1.56 0.68
H -0.83 0.19 1.83
H 1.66 -2.13 0.73
H 2.89 -0.86 -0.77
H 1.16 0.92 -1.44
H 1.84 1.60 -0.05
N -0.72 -0.22 -0.25
N -0.14 -1.31 0.20
N 2.05 -0.40 -0.01
N 1.94 0.72 -0.59
```

***

--- iii ---
Density functional theory data (ωB97M-V/def2-TZVPD) for a cluster of 3 separate species, C3H10N4 in total.

For the LUMO energy (spin up / spin down), the calculation gives 0.09 / -0.24 eV. The orbital gap (spin up / spin down) is 7.43 / 6.54 eV. For the HOMO energy (spin up / spin down), the calculation gives -7.3365 / -6.7839 eV.

XYZ file:
```
17
C3H10N4 (ωB97M-V/def2-TZVPD)
C 1.04 -0.36 1.28
N -0.68 0.92 1.44
N -0.66 2.08 0.89
H -1.32 0.33 0.90
H 1.11 1.58 -1.49
H -0.03 2.68 1.43
H 1.01 -0.25 2.35
H 0.91 -1.40 0.98
H 1.90 0.13 0.84
C 0.18 -0.10 -1.06
C -1.07 -2.02 -1.05
N -1.03 -0.75 -0.95
N 0.18 1.20 -1.38
H -0.42 1.82 -0.75
H 1.08 -0.67 -1.26
H -0.19 -2.64 -1.26
H -2.02 -2.53 -0.91
```

***

Bottom line: i, by a margin of 68.9 kJ/mol.

***

--- i ---
Density functional theory data (ωB97M-V/def2-TZVPD) for a cluster of 4 separate species, C2H11O3S in total.

For the LUMO energy, the calculation gives 3.78 eV. The orbital gap is 7.23 eV. Its total charge is -1. For the HOMO energy, the calculation gives -3.4513 eV.

XYZ file:
```
17
C2H11O3S (ωB97M-V/def2-TZVPD)
C -0.98 0.12 1.72
C -0.64 0.72 0.35
S 0.61 -0.26 -0.55
H -1.40 -0.87 1.54
H -0.06 -0.06 2.28
H -1.56 0.82 2.33
H -1.56 0.79 -0.25
H -0.33 1.76 0.45
H -1.94 -1.89 -2.02
H -0.72 -2.35 -1.27
O -1.30 -2.60 -2.02
H 0.72 3.26 -2.00
H 0.29 1.82 -1.94
O 0.56 2.51 -2.58
H 3.32 -1.80 1.14
H 2.13 -0.80 1.13
O 2.85 -1.16 1.68
```

***

--- ii ---
Density functional theory data (ωB97M-V/def2-TZVPD) for a cluster of 4 separate species, C2H11O3S in total.

For the LUMO energy, the calculation gives 3.68 eV. The orbital gap is 7.16 eV. Its total charge is -1. For the HOMO energy, the calculation gives -3.4862 eV.

XYZ file:
```
17
C2H11O3S (ωB97M-V/def2-TZVPD)
C 2.23 -1.10 -1.14
C 1.90 -0.33 0.15
S 0.12 -0.30 0.51
H 1.98 -2.13 -1.00
H 1.66 -0.70 -1.97
H 3.27 -0.99 -1.37
H 2.37 -0.80 1.01
H 2.28 0.68 0.02
H -3.05 0.58 -1.17
H -1.56 0.66 -0.73
O -2.23 1.05 -1.34
H -1.38 2.81 -0.08
H -0.35 2.04 0.74
O -0.63 2.94 0.52
H -1.55 -1.61 1.53
H -2.77 -0.99 2.19
O -2.28 -1.82 2.14
```

***

Bottom line: ii, by a margin of 20.8 kJ/mol.